A molecular structure, C34H51BaCl3N10O6P2S7 at a distorted geometry, computed with ωB97M-V/def2-TZVPD.

Output
Energy relative to the best compared isomer or geometry (same formula, charge and spin) (eV): 6.7190
Calculated total energy (a.u.): -7201.49045
Strongest force on any atom (hartree/bohr): 0.107
HOMO level (eV): -1.404
Kohn-Sham gap (eV): 4.71

Geometry as ORCA input:
```
! RIJCOSX wB97M-V def2-TZVPD def2/J DEFGRID3
* xyz -2 1
Ba -0.6694 1.1768 -0.0712
C -1.3691 -3.6498 -1.2858
C -1.1343 -2.3146 -0.6562
N -0.7560 -1.2778 -1.3127
N -0.3403 -1.4959 -2.6133
C -0.4494 -0.6071 -3.5499
N 0.4589 -0.7839 -4.5860
S -1.6780 0.6058 -3.7683
C -1.1986 -2.2287 0.8672
C -1.6865 -3.3769 1.7239
C -2.9132 -2.9263 2.4860
C -2.5414 -2.2126 3.5471
C -1.0456 -2.1453 3.5751
N -0.7045 -1.1703 1.3885
H -0.5408 -4.3198 -1.0420
H -1.4102 -3.5361 -2.3660
H -2.2962 -4.1050 -0.9272
H 1.3335 -1.1715 -4.2629
H 0.5520 0.0400 -5.1610
H -1.7804 -4.3019 1.1603
H -3.9291 -3.1981 2.2331
H -3.1968 -1.7808 4.2892
H -0.5641 -1.9680 4.5351
C -1.7258 3.8085 -4.2538
N -2.8175 3.5600 -3.3218
C -4.1448 3.6261 -3.8868
P -2.5501 3.2405 -1.7627
O -1.1253 2.9533 -1.4183
O -3.5707 1.9372 -1.3911
P -3.7893 0.9170 -0.1446
O -2.6640 0.9100 0.8583
N -4.0929 -0.5005 -0.8788
C -4.5157 -0.6697 -2.2643
C -4.6779 -1.5012 0.0038
N -5.1474 1.3876 0.6454
C -5.2198 1.6352 2.0721
C -6.3262 1.7577 -0.1114
N -3.3383 4.4453 -0.9751
C -2.9776 5.8194 -1.3761
C -3.4612 4.4069 0.4907
H -1.7748 3.1102 -5.0892
H -0.7713 3.6628 -3.7577
H -1.7980 4.8409 -4.6131
H -4.2767 2.8306 -4.6250
H -4.2947 4.5947 -4.3752
H -4.9007 3.5186 -3.1112
H -5.5894 -0.4709 -2.3719
H -4.3214 -1.7038 -2.5490
H -3.9228 -0.0388 -2.9251
H -4.4015 -1.3231 1.0411
H -5.7713 -1.4981 -0.0805
H -4.2933 -2.4834 -0.2744
H -4.2718 1.3868 2.5423
H -6.0071 1.0170 2.5128
H -5.4437 2.6877 2.2717
H -6.2021 1.5130 -1.1649
H -6.5121 2.8343 -0.0359
H -7.2060 1.2233 0.2607
H -2.6837 5.8531 -2.4229
H -2.1528 6.1777 -0.7534
H -3.8576 6.4530 -1.2427
H -3.5664 3.3893 0.8604
H -4.3566 4.9671 0.7723
H -2.5812 4.8667 0.9507
S 1.8299 1.5790 1.4302
S 1.5549 3.2387 2.6514
S -0.2650 4.1248 2.2342
S -0.0956 5.7975 0.9714
O 2.0521 -3.2509 -0.8700
S 2.6995 -2.1275 -0.1130
C 4.4338 -2.2023 -0.6296
C 5.4792 -1.6727 0.1097
C 6.7802 -1.8520 -0.3277
C 7.0396 -2.5363 -1.5110
C 5.9850 -3.0467 -2.2497
C 4.6782 -2.8844 -1.8085
C 3.0927 -2.6900 1.5414
C 3.4578 -4.0172 1.7119
C 3.8065 -4.4575 2.9722
C 3.7934 -3.5701 4.0462
C 3.4258 -2.2508 3.8555
C 3.0624 -1.7973 2.5899
H 5.2808 -1.1495 1.0359
H 7.6002 -1.4640 0.2645
H 8.0597 -2.6766 -1.8452
H 6.1766 -3.5785 -3.1732
H 3.8388 -3.2929 -2.3526
H 3.4350 -4.6876 0.8637
H 4.0671 -5.4973 3.1286
H 4.0435 -3.9248 5.0391
H 3.3856 -1.5668 4.6938
H 2.7383 -0.7726 2.4371
S 3.8729 0.9102 -2.3846
C 4.7947 1.7166 -1.2189
N 6.1325 1.5085 -1.1180
C 6.9278 1.9002 0.0359
C 6.0133 2.2044 1.2094
C 4.9492 3.1806 0.7467
N 4.2542 2.6199 -0.3988
H 6.4469 0.7377 -1.6861
H 7.5278 2.7876 -0.2032
H 7.6200 1.0882 0.2681
H 6.5835 2.6123 2.0459
H 5.5157 1.2902 1.5410
H 5.4036 4.1403 0.4752
H 4.1997 3.3617 1.5163
H 3.2407 2.5339 -0.2914
Cl -2.4341 -5.1889 4.5857
C -0.8430 -4.7643 3.8115
Cl -0.4127 -6.1986 2.8142
Cl 0.3283 -4.6432 5.1672
C -0.5898 -3.4432 2.8507
O 0.6231 -3.5115 2.4681
O -0.6293 -1.0105 2.7601
*
```

A molecular structure, C34H51Cl3FN7O7PS2Ti, computed with ωB97M-V/def2-TZVPD.

Output
Energy relative to the best compared isomer or geometry (same formula, charge and spin) (eV): 3.0952
<S²>: 2.03
Calculated total energy (a.u.): -5703.97141
Strongest force on any atom (hartree/bohr): 0.008
HOMO level (spin up / spin down) (eV): -2.925 / -4.883
Kohn-Sham gap (spin up / spin down) (eV): 2.82 / 4.76

Geometry as ORCA input:
```
! RIJCOSX wB97M-V def2-TZVPD def2/J DEFGRID3
* xyz -1 3
Ti 0.2736 0.8494 -0.1451
C 7.7783 2.4295 -1.4568
C 7.0992 1.1838 -0.9028
N 5.6595 1.2062 -1.0892
C 4.8586 1.4452 -0.0086
C 3.5083 1.4654 -0.0701
C 2.7567 1.6912 1.2102
O 3.3549 1.8956 2.2471
O 1.4545 1.6874 1.1049
C 2.8845 1.2442 -1.3350
O 1.5844 1.1925 -1.4748
C 3.6876 1.0265 -2.4621
C 3.0873 0.7861 -3.7285
C 3.8758 0.3692 -4.7540
F 3.2884 0.0125 -5.9435
C 5.2554 0.2125 -4.6556
C 5.8702 0.5278 -3.4177
C 5.1036 0.9314 -2.3388
N 5.9745 -0.5950 -5.6074
C 5.9920 -0.0848 -6.9619
C 6.9287 -0.9220 -7.8092
N 6.4460 -2.3497 -7.7672
C 6.4109 -2.8754 -6.3529
C 5.5020 -1.9726 -5.5504
H 8.8606 2.3589 -1.3348
H 7.4287 3.3154 -0.9258
H 7.5556 2.5614 -2.5156
H 7.2842 1.1035 0.1672
H 7.5042 0.2771 -1.3593
H 5.3533 1.6096 0.9383
H 2.0147 0.8354 -3.8288
H 6.9409 0.4052 -3.3454
H 6.3532 0.9432 -6.9492
H 4.9956 -0.0745 -7.4324
H 7.9395 -0.9277 -7.4044
H 6.9393 -0.6092 -8.8521
H 7.0197 -2.9454 -8.3611
H 5.4917 -2.3740 -8.1361
H 7.4357 -2.8410 -5.9864
H 6.0553 -3.9037 -6.3906
H 5.5035 -2.3013 -4.5114
H 4.4672 -2.0726 -5.9175
Cl -4.7672 0.4091 2.9988
C -2.4964 1.3142 3.5816
Cl -2.8455 2.9890 3.7875
Cl -2.1069 0.4147 4.9937
C -1.7745 0.9952 2.4350
N -1.2028 0.7349 1.4655
O 0.2907 -3.0013 0.0130
S 0.9032 -1.8080 -0.5109
O -0.2388 -0.8170 -0.9450
O 1.5728 -0.9520 0.5056
S 2.0600 -2.1583 -2.0615
C -0.7140 2.6573 -3.1965
C -0.4638 3.3773 -1.8738
C -1.2533 4.6878 -1.8483
C -0.8428 2.5106 -0.6728
H -1.7568 2.3355 -3.2570
H -0.0925 1.7665 -3.2772
H -0.4878 3.3093 -4.0459
H 0.6028 3.6241 -1.8085
H -2.3247 4.4792 -1.9135
H -0.9811 5.3337 -2.6891
H -1.0766 5.2386 -0.9221
H -1.8649 2.1279 -0.7875
H -0.8017 3.0985 0.2533
O -2.9598 0.5895 -2.1624
P -3.4696 -0.7541 -2.5171
N -5.0003 -0.7377 -3.1947
C -5.2481 0.2235 -4.2816
C -6.6349 0.7965 -3.9808
C -7.3094 -0.3324 -3.2024
C -6.1735 -0.8329 -2.3169
N -3.6272 -1.8042 -1.2609
C -3.8649 -1.3163 0.1141
C -3.0048 -2.2335 0.9695
C -3.0912 -3.5648 0.2274
C -3.0342 -3.1508 -1.2463
N -2.5786 -1.4390 -3.7307
C -1.1450 -1.2250 -3.9031
C -0.9058 -1.5636 -5.3878
C -2.1734 -2.3248 -5.8414
C -2.9433 -2.5841 -4.5415
H -5.2364 -0.2914 -5.2499
H -4.4777 0.9968 -4.2997
H -7.1735 1.0922 -4.8820
H -6.5377 1.6739 -3.3376
H -7.6260 -1.1246 -3.8867
H -8.1757 -0.0071 -2.6266
H -6.3125 -1.8557 -1.9684
H -6.0797 -0.1893 -1.4332
H -4.9198 -1.4195 0.3852
H -3.6027 -0.2628 0.2024
H -3.3597 -2.2695 1.9991
H -1.9712 -1.8913 0.9622
H -4.0440 -4.0567 0.4439
H -2.2735 -4.2387 0.4771
H -3.6040 -3.8368 -1.8807
H -1.9963 -3.1253 -1.5946
H -0.5606 -1.8964 -3.2694
H -0.8831 -0.2074 -3.6272
H -0.0043 -2.1691 -5.4895
H -0.7638 -0.6598 -5.9818
H -1.9496 -3.2467 -6.3804
H -2.7789 -1.6935 -6.4944
H -2.5998 -3.5211 -4.0812
H -4.0242 -2.6357 -4.6695
*
```

A molecular structure, C34H51Cl4N2O5SbY at a distorted geometry, computed with ωB97M-V/def2-TZVPD.

Output
Energy relative to the best compared isomer or geometry (same formula, charge and spin) (eV): 0.6016
Calculated total energy (a.u.): -3931.50817
Strongest force on any atom (hartree/bohr): 0.059
HOMO level (eV): -4.700
Kohn-Sham gap (eV): 6.85

Geometry as ORCA input:
```
! RIJCOSX wB97M-V def2-TZVPD def2/J DEFGRID3
* xyz -1 1
Y -1.2664 0.3072 -0.4115
N -1.7398 -2.0761 0.7247
C -3.1859 -2.4099 0.5688
C -4.0440 -1.1531 0.5637
O -5.1833 -1.2191 1.0440
N -3.4155 -0.1145 0.0087
C -4.0920 1.1817 0.0479
C -3.0980 2.3172 0.3173
O -3.4104 3.4707 0.1202
O -1.9171 1.9133 0.7800
H -1.1836 -2.9138 0.6439
H -1.6129 -1.7487 1.6705
H -3.5533 -3.0600 1.3583
H -3.3164 -2.9235 -0.3813
H -4.8307 1.2048 0.8463
H -4.6072 1.4018 -0.8829
C 2.1059 0.2838 -3.4798
C 1.0410 -0.7740 -3.2595
C 1.2506 -1.9028 -2.4499
C 2.6126 -2.2177 -1.8530
C 0.2041 -2.8226 -2.2492
C 0.4528 -4.0685 -1.4207
C -1.0331 -2.6410 -2.8877
C -2.1465 -3.6655 -2.7562
C -1.2188 -1.5434 -3.7353
C -2.5195 -1.3357 -4.4784
C -0.1935 -0.6093 -3.9069
C -0.4138 0.5525 -4.8412
H 1.7375 1.2606 -3.1648
H 2.3800 0.3572 -4.5369
H 3.0151 0.1085 -2.9135
H 2.9589 -3.2008 -2.1892
H 2.5870 -2.2463 -0.7608
H 3.3736 -1.4978 -2.1331
H -0.3894 -4.3111 -0.7708
H 1.3295 -3.9708 -0.7845
H 0.6093 -4.9486 -2.0570
H -2.2407 -4.2568 -3.6742
H -3.1141 -3.1892 -2.5871
H -1.9824 -4.3690 -1.9425
H -3.0739 -0.4951 -4.0423
H -3.1599 -2.2135 -4.4608
H -2.3336 -1.0874 -5.5246
H -0.1582 0.2693 -5.8703
H 0.1931 1.4166 -4.5776
H -1.4536 0.8780 -4.8295
Cl -2.3650 5.6818 -4.2700
C -1.5059 4.5045 -3.3327
C -0.2661 4.7938 -2.7919
Cl 0.4640 6.3469 -3.0638
C 0.3968 3.8228 -2.0241
Cl 1.9962 4.1211 -1.4026
C -0.1519 2.5721 -1.7500
O 0.4070 1.6399 -0.9950
C -1.4055 2.2723 -2.3682
O -1.8978 1.0397 -2.2131
C -2.0598 3.2366 -3.1204
Cl -3.5821 2.8004 -3.8326
C 2.6210 2.7305 1.5126
C 2.8432 1.2255 1.6544
C 3.9852 0.9994 2.6435
C 3.2225 0.6376 0.2875
Sb 0.8957 0.3266 2.1118
C 1.3928 -1.5718 3.1107
C 1.6982 -2.5168 1.9464
C 2.5644 -1.6121 4.0930
C 0.1623 -2.0691 3.8724
C 0.0184 1.4951 3.7406
C 0.8985 1.5233 4.9839
C -0.2938 2.9209 3.2704
C -1.3246 0.8174 4.0404
H 3.4860 3.1605 0.9848
H 2.5653 3.2136 2.4882
H 1.7308 2.9838 0.9333
H 4.7575 1.7593 2.4481
H 4.4571 0.0252 2.5064
H 3.6936 1.0965 3.6900
H 4.1675 1.0959 -0.0511
H 2.4597 0.8428 -0.4702
H 3.3874 -0.4448 0.3423
H 2.6400 -2.2493 1.4550
H 0.9193 -2.5105 1.1789
H 1.7987 -3.5508 2.3145
H 3.5268 -1.5212 3.5969
H 2.5546 -2.5896 4.6029
H 2.5067 -0.8434 4.8676
H -0.7793 -1.9663 3.3308
H 0.0430 -1.5476 4.8248
H 0.2910 -3.1386 4.0986
H 1.8742 1.9781 4.7900
H 1.0604 0.5272 5.4039
H 0.4034 2.1288 5.7583
H 0.5942 3.5363 3.1635
H -0.9252 3.3935 4.0415
H -0.8532 2.9406 2.3299
H -1.2168 -0.1931 4.4346
H -1.9625 0.7868 3.1519
H -1.8578 1.4097 4.8001
*
```

Which of these has the highest strongest force on any atom?
C34H51BaCl3N10O6P2S7